1.
Entry from OMol25: a structure of composition AsF6H20O10 in a non-equilibrium geometry (ωB97M-V with the def2-TZVPD basis set).

Values from the calculation:
* M: 369.06 g mol⁻¹
* energy above the lowest of the compared OMol25 structures with the same formula, charge and spin: 7.32 kcal/mol
* multiplicity: 1
* gap between HOMO and LUMO: 10.546 eV
* charge: -1
* HOMO level: -8.17 eV
* LUMO energy: 2.3798 eV

CARTESIAN COORDINATES (ANGSTROEM)
As 1.081015 -0.471729 0.038364
F 1.456036 -1.982293 -0.752191
F 2.752394 -0.088010 -0.113642
F 0.799747 1.034804 0.873319
F -0.606236 -0.892236 0.103256
F 1.295468 -1.214297 1.577041
F 0.794769 0.173957 -1.527776
O -3.488770 -2.497117 -0.923823
H -3.745990 -2.339933 -0.011414
H -2.613124 -2.104638 -0.992135
O -1.642784 2.389563 1.145196
H -1.898189 2.959817 1.875693
H -0.834884 1.957210 1.452650
O 0.273809 -3.733799 -2.702420
H 0.612992 -2.991635 -2.186519
H 1.058619 -4.115805 -3.102383
O 0.420747 3.299333 -1.241781
H -0.372976 3.707312 -0.884283
H 0.718342 2.710457 -0.542060
O -3.059768 -0.237253 1.084413
H -3.041816 0.725014 1.033831
H -2.167565 -0.462372 0.788295
O -2.020782 -2.114305 3.048127
H -2.517831 -1.516456 2.471564
H -1.418958 -1.542247 3.530019
O 0.561961 4.415476 2.024189
H 0.991804 5.274379 2.022396
H 1.251821 3.796589 1.766607
O 2.263313 -2.268273 4.103425
H 1.873606 -1.712669 3.419089
H 2.409290 -3.105653 3.656478
O -1.165135 1.804227 -4.513207
H -0.649110 1.438154 -3.785895
H -0.562840 1.813543 -5.260495
O 3.654120 -0.837915 -2.856931
H 4.418449 -0.340214 -2.555693
H 3.118464 -0.930990 -2.061306

Forces on the atoms, in the same order (eV/Å):
-0.02 -0.88 -0.71
-0.11 -0.26 0.20
0.36 0.34 0.35
-0.10 0.30 -0.19
0.02 0.01 0.10
0.18 -0.08 0.25
-0.09 0.64 0.04
-0.07 -0.21 -0.11
0.01 0.18 0.03
0.04 -0.01 -0.04
-0.21 -0.05 0.12
0.06 0.14 -0.01
-0.01 -0.04 -0.20
-0.01 -0.03 -0.10
-0.04 -0.01 0.10
0.04 0.00 -0.03
0.17 0.25 -0.12
-0.08 -0.11 0.12
-0.11 -0.18 -0.05
-0.05 -0.11 0.16
-0.01 0.17 0.08
0.02 -0.02 -0.16
-0.11 -0.13 0.08
-0.04 0.14 0.07
0.08 0.01 -0.02
-0.04 0.02 0.16
0.02 0.04 -0.04
0.01 -0.07 -0.08
0.03 0.03 0.14
0.01 0.00 -0.09
-0.03 -0.04 -0.04
-0.07 0.00 -0.03
0.01 0.06 0.09
0.08 -0.03 0.00
0.15 -0.09 -0.11
0.00 0.04 0.01
-0.10 0.01 0.00

***

2.
Entry from OMol25: a structure of composition AsF6H28O14 in a non-equilibrium geometry (ωB97M-V with the def2-TZVPD basis set).

Values from the calculation:
* M: 441.12 g mol⁻¹
* energy above the lowest of the compared OMol25 structures with the same formula, charge and spin: 0.00 kcal/mol
* multiplicity: 1
* gap between HOMO and LUMO: 10.717 eV
* charge: -1
* HOMO level: -8.21 eV
* LUMO energy: 2.5117 eV

CARTESIAN COORDINATES (ANGSTROEM)
As 0.250808 0.197159 0.443838
F 1.876099 0.804094 0.189916
F -0.368988 1.544513 -0.432709
F -1.335876 -0.542032 0.507563
F 0.934197 -1.100404 1.401968
F -0.053520 1.090607 1.909465
F 0.536195 -0.689554 -1.055246
O 0.465002 -0.620349 -4.070980
H 1.397817 -0.347568 -4.030688
H 0.147114 -0.471155 -3.175858
O -3.604823 0.848968 1.389491
H -3.789929 0.099476 1.964476
H -2.771683 0.611924 0.952083
O 1.440875 -3.578696 0.524407
H 1.275888 -2.634901 0.711394
H 1.417769 -4.001526 1.387694
O -3.763296 -0.074175 -1.645073
H -4.426305 -0.279347 -0.980136
H -3.169052 -0.851255 -1.671465
O -2.105257 -3.386650 1.210671
H -1.911312 -2.581023 0.715989
H -2.964698 -3.667663 0.884353
O 1.541575 3.743308 1.440404
H 0.976884 4.507218 1.598166
H 1.041702 2.993630 1.795998
O 0.059451 2.736332 -3.504649
H -0.842863 3.079812 -3.566573
H 0.218800 2.310076 -4.354237
O 2.463704 -2.513845 4.330835
H 2.681328 -3.358080 3.927126
H 2.716472 -1.843041 3.657211
O 2.703710 0.476911 -2.766088
H 2.991539 -0.087489 -2.042381
H 2.366024 1.277689 -2.326538
O -2.012050 -2.227199 -1.730095
H -1.160367 -1.846787 -1.471649
H -1.833208 -2.758136 -2.514010
O 2.135661 3.245333 -1.431708
H 1.324008 3.382901 -1.941196
H 1.842816 3.308067 -0.503836
O 3.452859 -0.822970 2.357644
H 2.708289 -0.902887 1.730781
H 4.199829 -1.225907 1.902646
O -1.148102 -0.293661 4.453050
H -0.785573 -0.624137 5.281056
H -0.393600 0.093177 3.992709
O -2.453780 2.606612 -1.999881
H -1.558279 2.679965 -1.650434
H -2.713855 1.692665 -1.795505

Forces on the atoms, in the same order (eV/Å):
0.66 0.70 -1.10
-0.58 -0.09 0.85
-0.11 -0.17 0.01
0.55 0.05 0.13
-0.43 0.24 -0.02
0.36 -0.28 -0.15
-0.53 -0.27 0.54
0.01 -0.11 -0.49
-0.30 -0.01 0.38
0.15 0.16 0.06
-0.06 -0.08 -0.11
0.16 0.05 0.08
-0.37 0.09 0.16
0.24 0.31 -0.03
-0.01 -0.81 -0.12
-0.17 0.04 -0.01
0.17 -0.16 -0.19
0.10 0.20 0.16
-0.20 0.18 -0.07
-0.10 -0.02 0.15
0.00 -0.11 0.02
0.06 0.03 -0.08
-0.17 -0.07 0.10
0.02 -0.04 -0.05
0.09 0.02 -0.09
-0.04 0.36 -0.22
-0.04 -0.26 0.11
0.05 -0.16 0.18
-0.02 0.22 -0.14
-0.01 0.03 -0.01
0.08 -0.39 0.35
0.18 0.19 -0.06
-0.12 0.04 0.03
0.14 0.03 0.05
0.09 -0.06 -0.03
0.07 -0.06 -0.06
0.05 0.10 0.05
-0.33 0.11 0.11
0.14 -0.15 -0.17
0.28 -0.06 -0.17
-0.18 -0.14 -0.39
0.42 0.25 0.30
-0.01 0.06 0.06
0.05 0.11 0.13
0.04 -0.06 -0.10
-0.11 -0.07 -0.09
0.08 0.14 -0.10
-0.18 -0.18 0.10
-0.19 0.08 -0.06

***

3.
Entry from OMol25: a structure of composition AsF6H30O15 in a non-equilibrium geometry (ωB97M-V with the def2-TZVPD basis set).

Values from the calculation:
* M: 459.14 g mol⁻¹
* energy above the lowest of the compared OMol25 structures with the same formula, charge and spin: 49.97 kcal/mol
* multiplicity: 1
* gap between HOMO and LUMO: 9.118 eV
* charge: -1
* HOMO level: -7.62 eV
* LUMO energy: 1.4987 eV

CARTESIAN COORDINATES (ANGSTROEM)
As 0.164046 -0.017391 0.345803
F 1.864386 -0.504211 0.582293
F -0.362784 -1.681191 -0.171297
F -1.514264 0.559389 0.202623
F 0.582046 1.689429 0.857913
F 0.577886 0.423959 -1.341407
F -0.283264 -0.307011 2.078073
O 1.733676 4.018369 -0.404227
H 1.482336 3.308469 0.186613
H 2.512906 3.691709 -0.854037
O -3.963444 0.489319 -1.789117
H -3.100514 0.782849 -2.081377
H -3.816844 -0.398021 -1.461437
O 1.516846 0.088009 -4.307127
H 1.697996 1.025509 -4.374367
H 0.928886 0.010479 -3.555777
O 3.818186 1.968119 0.139283
H 3.115086 1.361639 -0.093207
H 3.792936 2.009699 1.095253
O -1.211454 1.107429 4.192833
H -0.543144 0.878019 3.547092
H -1.265774 0.341569 4.764443
O -1.621834 0.826089 -2.992427
H -0.938824 0.755769 -2.325507
H -1.335134 1.545799 -3.554607
O 1.903266 -3.562881 -2.504277
H 1.319876 -3.545721 -1.745597
H 1.317966 -3.664511 -3.254827
O -2.901904 3.857069 -0.693027
H -3.263404 3.718739 -1.568477
H -2.558414 3.001039 -0.437207
O 1.285336 3.675159 2.792573
H 1.516376 2.746649 2.765673
H 1.855746 4.044969 3.466443
O 3.179456 -1.691061 2.880293
H 3.818546 -1.320241 3.488803
H 2.862916 -0.940371 2.377773
O -1.724724 -2.912781 1.813193
H -2.223194 -2.959291 2.629033
H -0.886454 -2.525901 2.065853
O -3.777924 -1.866801 -0.358967
H -3.399944 -2.551111 -0.911297
H -3.267384 -1.902021 0.449953
O 0.269336 -4.517471 -0.239277
H -0.277064 -3.742881 -0.106307
H 1.042636 -4.361621 0.302903
O -3.741454 0.177999 1.423233
H -2.846534 0.405009 1.170613
H -4.069474 -0.350451 0.695653
O 3.909696 -1.078741 -1.522807
H 3.011166 -1.113751 -1.194717
H 3.815606 -0.992801 -2.471487

Forces on the atoms, in the same order (eV/Å):
-0.93 1.20 1.02
-1.58 0.18 -0.07
1.04 2.19 0.62
1.91 -0.43 -1.04
-0.07 -2.14 -0.57
-0.41 -0.54 1.35
1.17 -0.54 -1.83
-0.16 0.52 -0.43
-0.12 -0.08 0.22
0.27 -0.15 0.09
-0.82 0.41 -0.01
0.23 0.07 -0.32
-0.04 -0.26 0.25
0.17 -0.15 -0.27
0.09 0.23 0.01
-0.18 -0.12 0.27
0.30 0.20 -0.13
-0.12 -0.38 -0.13
-0.03 0.11 0.19
-0.08 0.37 0.45
0.01 -0.04 -0.29
-0.07 -0.17 0.08
0.14 -0.02 -0.43
0.31 0.00 0.34
-0.01 0.23 -0.19
0.47 0.24 -0.32
-0.34 -0.29 0.35
-0.13 -0.01 -0.17
0.07 0.41 0.00
-0.16 -0.13 -0.14
0.02 -0.33 0.17
0.00 0.12 -0.03
-0.14 -0.30 -0.08
0.10 0.17 0.16
-0.03 -0.22 0.20
0.18 0.01 0.15
-0.17 0.12 -0.34
-0.29 -0.33 -0.20
-0.19 0.01 0.21
0.20 0.34 0.02
-0.31 -0.51 -0.40
0.07 -0.22 -0.16
0.56 -0.17 0.53
0.07 -0.24 -0.36
-0.34 0.26 0.26
0.23 -0.01 0.25
-0.52 -0.18 0.88
-0.10 0.10 0.11
-0.28 0.49 -0.21
0.36 0.19 0.19
-0.23 -0.14 0.05
-0.13 -0.07 -0.28